# C40H120N6O16P2S14

16 unconnected molecules or ions with the total composition C40H120N6O16P2S14 in a non-equilibrium geometry (ωB97M-V/def2-TZVPD, OMol25).

XYZ file:
```
198
Properties=species:S:1:pos:R:3:lowdin_charge:R:1
O -4.751 2.753 3.441 -0.333
P -4.109 3.099 4.781 0.523
N -4.032 4.728 4.923 -0.306
C -2.998 5.504 5.547 -0.113
C -5.119 5.501 4.300 -0.074
N -2.595 2.481 5.049 -0.264
C -2.174 1.699 6.266 -0.041
C -1.682 2.692 3.951 -0.115
N -4.937 2.491 6.065 -0.348
C -5.346 1.074 6.047 -0.098
C -5.111 3.079 7.375 -0.116
H -2.031 4.972 5.667 0.081
H -3.293 5.758 6.560 0.063
H -2.803 6.402 4.909 0.098
H -5.648 4.836 3.707 0.033
H -4.685 6.233 3.666 0.069
H -5.775 5.962 5.153 0.122
H -2.231 0.674 5.993 0.058
H -1.177 2.031 6.535 0.071
H -2.791 1.926 7.156 0.074
H -2.236 3.240 3.220 0.067
H -0.771 3.260 4.261 0.075
H -1.311 1.785 3.473 0.058
H -6.428 0.903 6.258 0.093
H -5.273 0.715 4.990 0.082
H -4.680 0.516 6.700 0.072
H -4.824 2.318 8.130 0.079
H -6.183 3.387 7.428 0.092
H -4.362 3.980 7.437 0.101
O 1.304 -0.940 1.538 -0.311
P 1.192 -0.017 0.372 0.529
N -0.328 0.156 -0.306 -0.269
C -0.920 1.400 -0.575 -0.123
C -1.328 -0.949 -0.556 -0.077
N 2.105 -0.548 -0.914 -0.301
C 1.647 -0.700 -2.257 -0.119
C 3.550 -0.733 -0.739 -0.112
N 1.746 1.484 0.703 -0.259
C 1.124 2.174 1.808 -0.151
C 2.329 2.484 -0.270 -0.054
H -1.872 1.453 -0.001 0.085
H -1.124 1.383 -1.636 0.078
H -0.304 2.230 -0.352 0.036
H -2.061 -1.033 0.256 0.073
H -0.753 -1.858 -0.603 0.066
H -1.793 -0.809 -1.501 0.050
H 0.679 -1.249 -2.279 0.058
H 1.701 0.255 -2.858 0.079
H 2.426 -1.298 -2.785 0.072
H 3.825 -1.766 -0.777 0.056
H 4.075 -0.264 -1.631 0.092
H 3.857 -0.210 0.177 0.027
H 0.158 2.716 1.653 0.065
H 0.726 1.413 2.475 0.048
H 1.754 2.803 2.434 0.066
H 2.663 1.900 -1.110 0.056
H 3.189 3.099 0.145 0.094
H 1.524 3.150 -0.626 0.069
C -6.197 0.234 1.267 -0.254
S -4.730 0.961 0.565 0.789
O -4.744 0.569 -0.873 -0.581
C -5.315 2.609 0.589 -0.270
H -6.040 0.765 2.224 0.031
H -6.114 -0.869 1.469 0.071
H -7.096 0.551 0.776 0.052
H -6.323 2.651 0.147 0.073
H -4.555 3.151 0.045 0.010
H -5.335 2.899 1.665 0.022
C 3.986 1.950 4.572 -0.246
S 2.456 2.270 5.584 0.831
O 1.668 3.339 4.916 -0.582
C 1.577 0.634 5.410 -0.233
H 4.466 0.986 4.747 0.042
H 4.690 2.705 4.802 0.020
H 3.802 2.025 3.443 0.073
H 1.731 0.259 4.340 0.066
H 0.522 0.718 5.626 0.007
H 2.040 -0.095 6.065 0.044
C -0.945 -3.597 4.347 -0.288
S -2.151 -2.515 3.619 0.801
O -3.167 -2.120 4.656 -0.569
C -1.059 -1.121 3.418 -0.279
H -1.457 -4.411 4.845 0.061
H -0.233 -3.172 5.062 0.068
H -0.315 -4.048 3.579 -0.014
H -0.136 -1.364 2.847 0.026
H -0.864 -0.744 4.461 0.056
H -1.496 -0.363 2.810 0.020
C 7.093 0.606 2.398 -0.238
S 6.219 0.632 0.824 0.770
O 5.398 1.820 0.743 -0.527
C 7.665 0.847 -0.209 -0.268
H 7.587 1.571 2.489 0.065
H 7.744 -0.224 2.280 0.035
H 6.398 0.429 3.192 0.028
H 8.148 1.843 -0.068 0.071
H 7.402 0.541 -1.311 0.087
H 8.359 0.053 0.121 0.044
C 3.685 -7.419 -2.625 -0.272
S 4.735 -6.070 -2.123 0.808
O 5.561 -5.678 -3.324 -0.571
C 3.356 -4.895 -1.939 -0.259
H 3.090 -7.066 -3.462 0.057
H 2.987 -7.587 -1.810 0.043
H 4.385 -8.218 -2.963 0.067
H 3.718 -4.151 -1.176 0.035
H 2.441 -5.379 -1.529 0.033
H 3.151 -4.381 -2.902 0.046
C 2.166 2.230 -4.934 -0.243
S 0.672 2.981 -5.702 0.853
O 0.641 2.668 -7.171 -0.575
C -0.368 1.782 -4.822 -0.248
H 2.943 2.858 -5.399 0.055
H 2.247 1.222 -5.239 0.034
H 2.025 2.425 -3.875 0.042
H -1.180 1.480 -5.491 0.063
H -0.658 2.229 -3.871 0.033
H 0.253 0.932 -4.608 0.015
C 1.831 -0.083 -8.480 -0.250
S 0.185 -0.860 -8.712 0.803
O -0.464 -0.939 -7.401 -0.556
C -0.542 0.494 -9.555 -0.279
H 1.812 0.821 -7.882 0.011
H 2.315 0.282 -9.418 0.068
H 2.507 -0.875 -8.044 0.059
H -1.646 0.406 -9.415 0.077
H -0.330 0.464 -10.606 0.044
H -0.061 1.378 -9.178 0.022
C 4.984 -3.053 -5.605 -0.246
S 5.569 -1.403 -5.138 0.817
O 4.661 -0.911 -4.063 -0.575
C 7.071 -1.916 -4.264 -0.255
H 5.604 -3.873 -5.234 0.035
H 4.947 -3.185 -6.731 0.074
H 4.029 -3.193 -5.200 -0.014
H 6.730 -2.498 -3.403 0.057
H 7.457 -0.934 -4.016 0.029
H 7.726 -2.562 -4.827 0.052
C -3.251 4.497 -2.784 -0.238
S -2.554 4.923 -1.166 0.795
O -1.116 4.805 -1.405 -0.567
C -2.895 6.724 -1.175 -0.206
H -3.057 3.418 -2.812 0.039
H -2.648 5.077 -3.473 0.053
H -4.320 4.578 -2.935 0.053
H -2.170 7.071 -1.825 0.034
H -2.813 7.067 -0.148 0.024
H -3.908 6.763 -1.434 0.028
C -0.162 -3.895 -3.193 -0.277
S 0.589 -3.077 -4.591 0.788
O 1.812 -3.781 -4.967 -0.537
C -0.758 -3.543 -5.692 -0.237
H 0.600 -4.080 -2.357 0.066
H -0.482 -4.897 -3.459 0.054
H -1.037 -3.402 -2.753 0.019
H -0.788 -3.078 -6.646 0.007
H -1.675 -3.266 -5.198 0.046
H -0.615 -4.624 -5.767 0.062
C -5.652 -3.123 -1.305 -0.244
S -3.905 -2.752 -1.666 0.811
O -3.236 -3.978 -2.211 -0.561
C -4.128 -1.727 -3.055 -0.276
H -5.990 -2.354 -0.616 0.019
H -5.572 -4.115 -0.782 0.060
H -6.454 -3.248 -2.091 0.079
H -4.837 -2.059 -3.847 0.084
H -3.178 -1.628 -3.508 0.026
H -4.494 -0.796 -2.610 0.028
C 0.646 6.445 3.021 -0.268
S -0.056 5.699 1.557 0.823
O -1.319 6.558 1.294 -0.589
C 1.198 6.102 0.282 -0.226
H 0.056 5.923 3.859 0.066
H 0.693 7.548 3.072 0.071
H 1.647 6.099 3.149 0.030
H 0.798 5.968 -0.708 0.024
H 2.083 5.545 0.538 0.038
H 1.233 7.198 0.378 0.059
C 2.064 -3.909 1.733 -0.255
S 2.612 -4.910 3.147 0.849
O 1.404 -5.400 3.927 -0.572
C 3.032 -6.399 2.317 -0.280
H 1.417 -3.131 2.168 0.021
H 1.462 -4.477 1.031 0.024
H 2.942 -3.452 1.196 0.067
H 2.287 -6.781 1.622 0.043
H 3.210 -7.063 3.119 0.030
H 3.932 -6.248 1.648 0.078
C -2.248 -7.062 -0.652 -0.243
S -0.783 -6.931 0.447 0.844
O 0.396 -6.437 -0.351 -0.597
C -1.282 -5.429 1.412 -0.231
H -3.047 -7.453 -0.044 0.040
H -1.928 -7.838 -1.412 0.071
H -2.544 -6.191 -1.167 0.006
H -1.191 -4.602 0.687 0.069
H -0.470 -5.478 2.153 0.008
H -2.198 -5.624 1.926 0.047
```

The value obtained for the frontier orbital gap is 8.46 eV. The calculation puts the LUMO energy at 0.17 eV. As for the total charge: 0.

# C40H120O20S20

20 unconnected molecules or ions with the total composition C40H120O20S20 in a non-equilibrium geometry (ωB97M-V/def2-TZVPD, OMol25).

XYZ file:
```
200
Properties=species:S:1:pos:R:3:lowdin_charge:R:1
C -16.182 -18.407 -2.993 -0.247
S -15.051 -19.113 -1.688 0.826
O -13.813 -18.313 -1.476 -0.576
C -16.167 -18.616 -0.274 -0.229
H -15.530 -18.384 -3.857 0.019
H -16.496 -17.309 -2.863 0.090
H -17.001 -19.093 -3.025 0.020
H -17.154 -19.060 -0.577 0.065
H -16.198 -17.550 -0.238 0.041
H -15.892 -19.100 0.614 0.019
C -15.091 -23.117 -2.914 -0.238
S -13.988 -24.134 -3.909 0.784
O -13.010 -24.879 -3.047 -0.555
C -15.230 -25.390 -4.296 -0.243
H -16.015 -22.868 -3.431 0.065
H -14.524 -22.247 -2.771 -0.012
H -15.238 -23.588 -1.986 0.050
H -15.212 -26.042 -3.372 0.078
H -15.020 -25.870 -5.261 0.043
H -16.277 -24.977 -4.432 0.045
C -18.241 -17.941 -10.975 -0.207
S -19.105 -19.500 -10.470 0.836
O -18.030 -20.067 -9.584 -0.602
C -20.418 -18.992 -9.386 -0.262
H -18.129 -17.801 -12.034 0.039
H -17.294 -18.165 -10.459 0.026
H -18.787 -17.126 -10.475 0.046
H -21.134 -18.481 -10.045 0.062
H -20.056 -18.310 -8.629 0.005
H -20.839 -19.872 -8.901 0.060
C -20.258 -25.966 -5.474 -0.239
S -19.980 -24.214 -5.107 0.782
O -18.524 -24.063 -5.119 -0.579
C -20.410 -24.161 -3.278 -0.230
H -19.723 -26.085 -6.402 0.023
H -21.325 -26.221 -5.538 0.071
H -19.662 -26.449 -4.733 0.033
H -19.933 -23.185 -3.001 0.039
H -19.936 -25.044 -2.743 0.062
H -21.490 -24.232 -3.077 0.045
C -10.665 -15.525 -9.573 -0.273
S -11.431 -15.041 -8.029 0.821
O -12.880 -14.936 -8.433 -0.570
C -11.209 -16.463 -7.024 -0.295
H -11.157 -14.851 -10.317 0.050
H -10.967 -16.592 -9.795 0.037
H -9.568 -15.354 -9.653 0.066
H -10.088 -16.510 -6.848 0.075
H -11.551 -17.433 -7.390 0.038
H -11.622 -16.261 -6.008 0.066
C -18.043 -14.716 -6.773 -0.258
S -17.390 -16.309 -7.235 0.783
O -18.448 -17.017 -7.939 -0.542
C -16.200 -15.802 -8.415 -0.260
H -18.764 -14.860 -5.920 0.068
H -18.482 -14.316 -7.655 0.039
H -17.203 -14.055 -6.400 0.079
H -15.401 -15.129 -8.044 0.070
H -16.723 -15.491 -9.288 0.061
H -15.710 -16.751 -8.659 0.018
C -8.571 -24.352 -2.422 -0.239
S -8.417 -25.332 -0.858 0.825
O -7.022 -25.139 -0.426 -0.576
C -9.415 -24.199 0.229 -0.236
H -8.531 -23.306 -2.185 0.026
H -9.573 -24.659 -2.812 0.052
H -7.837 -24.595 -3.156 0.035
H -9.048 -23.245 -0.037 0.020
H -9.255 -24.462 1.259 0.044
H -10.450 -24.463 -0.008 0.049
C -11.442 -21.713 -1.767 -0.234
S -10.536 -20.861 -3.049 0.845
O -10.251 -21.864 -4.154 -0.575
C -11.868 -19.884 -3.594 -0.283
H -12.215 -22.282 -2.296 0.037
H -11.898 -20.914 -1.140 0.072
H -10.988 -22.355 -1.043 0.015
H -11.332 -19.445 -4.451 0.052
H -12.013 -19.123 -2.849 0.032
H -12.802 -20.278 -3.949 0.027
C -18.914 -23.271 -10.224 -0.253
S -18.895 -23.406 -8.407 0.800
O -19.988 -24.349 -8.031 -0.582
C -17.327 -24.239 -8.127 -0.237
H -18.255 -22.541 -10.649 -0.013
H -19.997 -23.044 -10.400 0.067
H -18.610 -24.129 -10.791 0.045
H -17.323 -24.362 -7.023 0.031
H -16.678 -23.567 -8.677 0.026
H -17.416 -25.193 -8.664 0.063
C -12.457 -24.912 -10.840 -0.241
S -12.429 -25.560 -9.155 0.807
O -12.702 -24.460 -8.218 -0.548
C -13.890 -26.551 -9.290 -0.241
H -13.456 -24.437 -10.950 0.032
H -12.477 -25.767 -11.547 0.079
H -11.698 -24.125 -11.024 0.034
H -13.986 -27.096 -8.407 0.017
H -13.739 -27.410 -9.974 0.063
H -14.682 -25.862 -9.540 0.051
C -6.249 -21.294 -5.681 -0.245
S -6.709 -20.614 -7.256 0.804
O -6.978 -21.704 -8.187 -0.537
C -8.215 -19.911 -6.827 -0.287
H -6.372 -20.687 -4.805 0.053
H -5.177 -21.486 -5.644 0.053
H -6.853 -22.217 -5.570 0.068
H -8.932 -20.654 -6.407 0.064
H -8.604 -19.354 -7.690 0.046
H -8.000 -19.101 -6.180 0.044
C -10.227 -21.713 -9.762 -0.234
S -10.843 -20.108 -10.336 0.831
O -10.817 -19.023 -9.255 -0.591
C -9.525 -19.583 -11.456 -0.251
H -10.132 -22.375 -10.632 0.023
H -11.181 -22.067 -9.345 0.028
H -9.405 -21.714 -9.035 0.036
H -9.530 -18.476 -11.692 0.066
H -9.484 -20.147 -12.422 0.029
H -8.561 -19.742 -10.933 0.059
C -9.426 -25.571 -10.727 -0.241
S -7.546 -25.614 -10.722 0.844
O -7.164 -25.635 -12.159 -0.589
C -7.183 -23.920 -10.144 -0.259
H -9.726 -25.271 -9.725 0.009
H -9.798 -26.557 -10.829 0.012
H -9.661 -24.768 -11.446 -0.009
H -6.122 -23.767 -10.409 0.063
H -7.223 -23.810 -9.067 0.016
H -7.837 -23.138 -10.552 0.035
C -18.022 -20.236 -6.081 -0.271
S -19.652 -20.348 -5.325 0.800
O -19.498 -20.506 -3.837 -0.571
C -19.984 -18.558 -5.489 -0.245
H -17.530 -21.218 -5.962 0.041
H -17.462 -19.448 -5.548 0.041
H -18.243 -19.959 -7.165 0.054
H -20.889 -18.404 -4.856 0.064
H -20.201 -18.168 -6.448 0.005
H -19.057 -18.139 -5.055 0.044
C -11.002 -25.195 -5.451 -0.232
S -9.385 -24.901 -6.255 0.859
O -9.170 -26.010 -7.295 -0.574
C -9.899 -23.417 -7.052 -0.300
H -11.320 -24.279 -4.958 0.018
H -10.993 -26.060 -4.828 0.050
H -11.569 -25.330 -6.350 0.009
H -10.856 -23.540 -7.582 0.024
H -9.131 -23.151 -7.775 0.014
H -9.904 -22.618 -6.332 0.015
C -12.168 -29.635 -8.450 -0.281
S -11.045 -29.491 -9.760 0.805
O -11.525 -28.345 -10.554 -0.555
C -9.724 -28.962 -8.793 -0.301
H -12.998 -30.231 -8.804 0.051
H -12.422 -28.598 -8.174 0.045
H -11.711 -30.204 -7.593 0.086
H -8.859 -28.595 -9.306 0.045
H -9.245 -29.797 -8.299 0.058
H -9.972 -28.122 -8.050 0.078
C -14.719 -22.879 -13.559 -0.206
S -15.775 -22.250 -12.121 0.831
O -15.643 -23.312 -11.095 -0.576
C -14.720 -20.822 -11.652 -0.267
H -15.230 -23.838 -13.760 0.052
H -13.753 -23.069 -13.151 0.014
H -14.711 -22.114 -14.360 0.062
H -14.864 -20.117 -12.498 0.031
H -13.674 -21.044 -11.484 0.032
H -15.086 -20.517 -10.641 0.038
C -7.958 -22.756 -14.060 -0.247
S -9.624 -22.993 -13.402 0.785
O -10.455 -21.773 -13.758 -0.561
C -10.013 -24.255 -14.559 -0.254
H -7.916 -22.657 -15.160 0.070
H -7.271 -23.515 -13.700 0.038
H -7.616 -21.756 -13.689 0.063
H -11.035 -24.482 -14.355 0.039
H -9.183 -24.966 -14.387 0.075
H -9.979 -23.854 -15.558 0.060
C -14.075 -17.561 -10.278 -0.259
S -14.192 -17.490 -12.059 0.800
O -15.383 -16.696 -12.441 -0.528
C -12.708 -16.423 -12.284 -0.239
H -14.983 -17.947 -9.957 -0.005
H -14.020 -16.542 -9.979 0.012
H -13.179 -18.070 -9.882 0.059
H -12.893 -15.535 -11.621 0.057
H -12.718 -16.036 -13.325 0.059
H -11.732 -16.880 -12.100 0.037
C -12.744 -21.682 -6.672 -0.244
S -14.518 -21.533 -6.247 0.816
O -14.565 -20.446 -5.235 -0.567
C -14.943 -20.861 -7.855 -0.261
H -12.300 -20.680 -6.804 0.068
H -12.734 -22.254 -7.584 0.001
H -12.173 -22.151 -5.812 0.045
H -15.980 -20.511 -8.004 0.041
H -14.643 -21.609 -8.572 0.032
H -14.351 -19.962 -8.153 0.067
```

The value obtained for the frontier orbital gap is 8.34 eV. The calculation puts the LUMO energy at 0.10 eV. As for the total charge: 0.

# C40H22BCl5F7N4O5PSTi

A molecular structure, C40H22BCl5F7N4O5PSTi in a non-equilibrium geometry (ωB97M-V/def2-TZVPD, OMol25).

XYZ file:
```
87
Properties=species:S:1:pos:R:3:lowdin_charge:R:1
Ti 12.838 14.050 11.036 1.253
O 12.688 11.961 10.204 -0.061
C 12.488 11.513 11.389 -0.506
O 12.670 12.325 12.373 -0.079
C 11.985 10.102 11.450 -0.125
C 12.340 9.256 10.417 -0.025
C 11.866 7.950 10.401 -0.060
C 11.115 7.472 11.513 -0.074
C 10.791 8.305 12.566 -0.093
C 11.374 9.595 12.609 -0.266
P 11.049 10.638 14.071 1.153
C 11.079 9.349 15.340 -0.392
C 12.104 8.428 15.332 -0.116
C 12.298 7.644 16.461 -0.095
C 11.554 7.771 17.647 -0.085
C 10.482 8.694 17.594 -0.103
C 10.306 9.531 16.509 -0.098
C 9.282 11.079 13.917 -0.357
C 8.205 10.195 14.016 -0.103
C 6.908 10.686 13.969 -0.069
C 6.743 12.096 13.771 -0.102
C 7.770 12.961 13.629 -0.146
C 9.059 12.435 13.649 -0.130
H 12.953 9.633 9.622 0.116
H 12.100 7.337 9.502 0.107
H 10.821 6.444 11.550 0.087
H 10.279 7.861 13.416 0.102
H 12.817 8.381 14.514 0.115
H 13.201 7.000 16.452 0.108
H 11.839 7.132 18.500 0.096
H 9.813 8.828 18.447 0.093
H 9.552 10.283 16.576 0.095
H 8.446 9.207 14.309 0.081
H 6.042 10.048 14.074 0.087
H 5.730 12.464 13.695 0.090
H 7.626 13.973 13.220 0.093
H 9.996 13.086 13.623 0.101
C 12.124 14.111 17.811 -0.064
C 13.590 14.174 17.693 -0.344
C 14.255 15.391 18.106 -0.054
C 15.610 15.421 18.244 -0.053
C 16.267 14.298 17.671 -0.198
C 17.643 14.414 17.514 -0.123
C 18.350 13.403 16.831 -0.142
C 17.697 12.304 16.322 -0.190
C 16.281 12.121 16.367 -0.763
S 15.537 10.830 15.612 0.410
C 15.512 13.194 17.094 -0.259
N 14.227 13.081 17.282 0.144
H 11.935 14.745 18.713 0.072
H 11.782 13.054 17.996 0.092
H 11.644 14.560 16.944 0.050
H 13.635 16.294 18.306 0.107
H 16.210 16.215 18.699 0.104
H 18.130 15.302 17.897 0.075
H 19.478 13.433 16.766 0.098
H 18.333 11.583 15.838 0.069
F 9.893 17.290 13.847 0.130
C 9.922 16.004 13.395 -0.508
F 8.981 15.376 14.116 0.127
F 9.545 16.018 12.096 0.122
C 11.301 15.336 13.534 -0.495
O 11.765 15.305 14.674 0.104
O 11.751 14.965 12.391 -0.129
O 11.751 14.311 9.603 -0.316
N 11.188 13.816 8.520 0.107
C 9.885 13.482 8.708 -0.229
C 9.245 13.409 9.985 -0.090
N 8.821 13.337 11.081 0.260
C 9.137 13.017 7.549 -0.167
N 8.566 12.724 6.595 0.151
F 16.879 13.069 11.704 0.142
B 16.349 12.868 10.422 -0.905
F 17.008 13.548 9.439 0.176
F 15.927 11.628 10.111 0.206
F 14.704 13.719 10.749 -0.239
Cl 13.929 15.870 8.223 0.796
C 13.527 16.652 9.623 -0.741
C 13.521 16.018 10.864 -0.261
C 13.898 16.734 12.002 -0.639
Cl 14.669 16.002 13.380 0.787
C 13.539 18.151 12.039 -0.690
Cl 13.695 19.145 13.408 0.690
C 13.180 18.758 10.774 -0.717
Cl 12.501 20.316 10.687 0.666
C 13.313 18.086 9.544 -0.713
Cl 13.347 18.822 7.992 0.651
```

The value obtained for the frontier orbital gap is 2.88 eV. The calculation puts the LUMO energy at 2.13 eV. As for the total charge: -2.

- Which of these has the highest frontier orbital gap?
  C40H120N6O16P2S14